Entry 1:
Density functional theory data (the ωB97M-V functional and the def2-TZVPD basis) for 10 unconnected molecules or ions with the total composition C16H49O12 at a distorted geometry.

The relative energy (zero: lowest compared OMol25 entry of this formula, charge and spin) is 0.00 kJ/mol. Its net charge is -1.

Geometry as XYZ:
```
77
Properties=species:S:1:pos:R:3:forces:R:3
C 0.0819 -0.0070 -0.0452 0.12 -0.25 -1.52
O 0.1092 -0.1853 1.1569 0.37 0.65 2.75
O 0.4190 1.2798 -0.5287 -1.85 -4.34 -3.47
O -0.1918 -0.9644 -0.8207 0.62 2.49 -1.15
H 0.6886 1.8595 0.1210 1.11 2.06 3.05
C 0.7884 -1.5041 -3.7914 0.65 -2.75 -1.86
O 1.5575 -1.8805 -2.7188 0.10 0.15 2.23
H 0.0905 -0.7901 -3.6224 -2.81 1.80 1.28
H 0.3475 -2.3896 -4.3537 0.24 0.87 0.76
H 1.3734 -0.9776 -4.4838 1.45 0.47 -1.42
H 1.0941 -1.5620 -1.8892 0.34 -0.58 -1.17
C -1.7496 3.6773 -0.6440 -3.58 -1.16 1.73
O -2.3689 3.8450 -1.8835 -0.98 2.40 0.89
H -1.9827 4.5417 0.0057 -1.15 -0.59 0.04
H -0.7722 3.9307 -0.7141 3.83 -0.77 -0.38
H -2.0906 2.6331 -0.1546 1.34 2.48 -0.73
H -2.1996 3.0831 -2.3733 0.45 -2.21 -1.50
C 0.0314 1.7511 3.9916 -4.74 -0.30 2.25
O -0.9984 1.4885 2.9627 1.79 -1.74 0.13
H 0.0751 0.9779 4.8053 -0.02 0.34 -0.99
H -0.0345 2.7355 4.5613 -1.01 -0.90 -0.95
H 0.8791 1.8735 3.5196 4.80 -0.01 -2.32
H -0.6269 0.6653 2.3558 -0.91 2.96 1.91
C -3.1691 -2.3354 0.1199 -0.60 -2.28 -1.34
O -1.8668 -2.8251 -0.3071 -0.76 2.12 0.69
H -3.6093 -3.2053 0.7421 0.71 2.22 0.35
H -3.8442 -2.4727 -0.7198 -0.23 -0.01 -0.84
H -3.3451 -1.2289 0.2573 0.83 -1.27 1.18
H -1.3076 -1.9955 -0.4531 -0.26 -1.42 0.13
C 3.2151 1.7952 -2.4170 -3.32 -3.29 -0.27
O 1.9779 2.3227 -2.8946 -1.54 0.09 1.39
H 3.2570 1.6767 -1.3278 -0.21 -0.35 -0.14
H 3.8793 2.4960 -2.6690 3.16 2.25 -1.27
H 3.2369 0.8291 -3.0083 1.24 0.69 1.17
H 1.2819 1.9067 -2.3256 0.68 0.56 -0.76
C 2.1558 4.4911 0.9276 2.06 -0.79 3.01
O 1.8197 3.0723 1.1582 -1.30 2.30 -2.44
H 3.2334 4.6347 0.5510 -1.45 -0.47 0.53
H 2.1099 5.0091 2.0106 -0.21 -0.64 -2.70
H 1.5147 4.8964 0.1659 -0.59 0.04 0.14
H 2.3379 2.6632 1.8092 1.41 -0.58 1.31
C -3.9564 0.6553 -1.6677 -3.26 0.08 -3.54
C -2.7917 0.2916 -2.5783 -1.64 -2.75 0.18
C -3.3362 0.0453 -3.9632 1.51 -1.44 0.02
O -1.7633 1.1861 -2.6536 -3.32 2.32 -4.47
H -4.4926 1.5800 -2.0437 0.66 -0.81 0.39
H -3.6212 0.8383 -0.7552 1.48 1.03 4.27
H -4.7966 -0.1288 -1.5344 1.63 0.83 -0.63
H -2.4208 -0.6705 -2.1731 0.09 0.22 -0.37
H -2.6521 -0.3598 -4.6716 1.32 -0.37 -0.23
H -3.7607 0.7895 -4.5096 -0.85 3.46 -0.86
H -4.1275 -0.6222 -4.0701 -1.47 -1.80 0.97
H -1.1079 1.1707 -2.0671 3.94 -0.85 4.22
C 4.9616 -1.0262 -0.0386 0.24 0.64 0.18
C 3.4341 -1.0871 0.1189 2.73 -0.04 2.89
C 3.0287 -2.4853 0.5377 3.21 0.45 2.56
O 3.0034 -0.0516 1.0459 -1.07 -1.25 -0.38
H 5.3517 -0.1150 -0.4353 -0.25 1.32 -0.13
H 5.1397 -1.6477 -0.8648 0.57 -1.48 -1.04
H 5.7223 -1.2532 0.7595 -1.55 -0.28 -0.13
H 2.9225 -0.9771 -0.7548 -0.75 1.08 -3.01
H 3.4973 -3.2853 -0.0867 -0.91 0.73 0.30
H 1.9964 -2.3757 0.5748 -2.13 -1.16 0.16
H 3.4799 -2.5535 1.6096 -1.09 -0.43 -1.56
H 2.0272 -0.2232 1.1359 1.14 0.53 0.32
C -0.7083 -4.0825 4.1139 -3.55 2.40 -1.83
C -0.8707 -2.8802 3.1224 1.47 1.43 -0.49
C -2.0361 -2.0032 3.3947 -0.36 2.16 0.06
O 0.3082 -2.0364 3.2036 0.81 -0.29 0.70
H -0.0739 -4.7794 3.7011 1.13 -1.88 -0.85
H -1.7977 -4.3643 4.1753 1.22 -0.74 0.19
H -0.3849 -3.8160 5.0766 0.48 0.79 1.20
H -0.9968 -3.1062 2.0718 0.30 -1.28 -0.28
H -1.9044 -1.5862 4.3524 0.35 0.64 1.65
H -2.9769 -2.4821 3.4900 -1.06 -0.71 -0.57
H -2.1057 -1.0497 2.7692 0.10 -1.67 0.26
H 0.4113 -1.3204 2.5385 -0.91 -1.11 0.16
```
Positions in Å, forces in eV/Å.

Atomic partial charges in e from the Löwdin method, atoms 1 to 2: -0.644, -0.010

=====

Entry 2:
Density functional theory data (the ωB97M-V functional and the def2-TZVPD basis) for 12 unconnected molecules or ions with the total composition C16H51FO15S at a distorted geometry.

As for the SMILES: C[C@H](F)[C@H]1OC(=O)O[C@]1(O)S.CO.CO.CO.CO.CO.CO.CO.CO.CO.CO.CO. The total energy is -2266.48778 Ha. Its net charge is 0.

Geometry as XYZ:
```
84
Properties=species:S:1:pos:R:3:forces:R:3
C -0.6358 -2.4664 -1.6286 -0.18 0.54 0.50
C -1.5862 -1.1161 -1.8518 1.47 -0.86 0.76
F -0.7256 0.0469 -1.4415 -1.88 -2.16 -1.13
C -2.8264 -1.1832 -0.7821 -0.16 1.66 0.54
O -2.7084 0.0433 0.0387 -3.24 -1.02 2.56
C -4.0522 0.0697 0.7047 0.19 -0.21 2.85
O -4.3674 0.0005 2.0006 1.97 0.92 -9.46
O -4.9403 0.1295 -0.5032 2.14 -1.85 1.57
C -4.3727 -1.0091 -1.2988 -0.83 -2.62 -0.44
O -4.6906 -1.0834 -2.7347 0.79 0.27 2.29
S -5.4341 -2.4500 -0.6301 0.39 -0.73 0.52
H 0.1338 -2.2963 -0.7321 -1.84 -0.11 -1.99
H -1.3658 -3.3263 -1.2904 1.53 1.45 -1.00
H -0.0011 -2.7318 -2.5835 -1.61 0.52 1.89
H -1.9160 -0.9760 -2.9710 0.57 -0.15 2.44
H -2.8322 -2.0195 0.0367 0.44 1.00 -2.20
H -5.0786 -2.0054 -2.8581 0.55 1.84 0.41
H -4.6650 -3.6322 -0.6638 -0.21 1.59 -0.23
C 2.2066 2.3069 -0.1935 -0.43 -0.09 -0.07
O 2.6391 1.6500 -1.3706 -0.03 -0.39 -0.63
H 3.0767 2.7177 0.3242 -0.03 -0.12 -0.13
H 1.5255 3.1195 -0.4579 0.01 0.06 0.30
H 1.7012 1.5913 0.4596 0.04 0.24 0.15
H 1.8461 1.2961 -1.8083 0.43 0.16 0.26
C -1.0512 -1.8497 -6.0164 -0.01 -0.17 -0.11
O -1.3598 -2.6355 -4.8800 -0.21 -0.43 0.15
H -0.9116 -0.8122 -5.7036 -0.04 -0.18 0.02
H -0.1298 -2.2168 -6.4751 0.00 0.19 -0.16
H -1.8745 -1.9043 -6.7328 0.11 0.19 -0.17
H -1.4780 -3.5501 -5.1884 0.22 0.34 0.33
C -7.9966 -0.1877 2.6498 0.24 -0.01 -0.09
O -7.4680 -0.3612 1.3479 0.28 0.16 -0.24
H -9.0525 -0.4682 2.6447 0.17 0.04 -0.09
H -7.4554 -0.8266 3.3518 -0.14 0.08 0.22
H -7.9016 0.8598 2.9460 -0.14 -0.01 0.28
H -6.5308 -0.1047 1.3834 -0.43 -0.27 0.01
C 0.1676 5.8583 -1.0153 -0.17 0.11 0.03
O 0.1992 5.1174 0.1907 -0.30 -0.04 0.57
H 1.0262 5.5752 -1.6288 -0.11 -0.02 0.17
H -0.7545 5.6345 -1.5574 0.08 0.14 -0.21
H 0.2202 6.9261 -0.7896 0.02 0.07 -0.26
H -0.5739 5.3898 0.7138 0.47 -0.23 -0.26
C 1.4611 1.5545 4.0766 -0.08 0.24 0.09
O 2.0930 2.0429 2.9077 0.19 0.42 -0.21
H 1.7418 0.5086 4.2216 -0.02 0.15 -0.10
H 1.7869 2.1401 4.9398 -0.13 -0.16 0.17
H 0.3767 1.6259 3.9626 -0.03 -0.15 0.21
H 1.8254 2.9721 2.8050 0.16 -0.45 -0.04
C 4.9676 -0.1471 1.5347 -0.17 0.21 -0.27
O 4.9992 -0.8879 2.7407 -0.20 -0.19 0.63
H 5.8262 -0.4302 0.9212 -0.12 -0.04 0.22
H 4.0455 -0.3709 0.9926 0.03 0.19 -0.16
H 5.0202 0.9208 1.7604 -0.04 0.07 -0.23
H 4.2261 -0.6156 3.2638 0.50 -0.22 -0.26
C 4.6305 5.2566 2.1185 -0.02 -0.17 -0.09
O 4.3218 4.4707 3.2550 -0.16 -0.49 0.14
H 4.7700 6.2941 2.4313 -0.04 -0.20 0.04
H 5.5518 4.8895 1.6599 0.01 0.20 -0.19
H 3.8072 5.2020 1.4021 0.10 0.19 -0.19
H 4.2036 3.5562 2.9466 -0.01 0.38 0.29
C 3.0769 -3.5604 0.0960 0.24 0.05 -0.05
O 2.4309 -2.3965 -0.3860 0.10 0.42 -0.33
H 2.3899 -4.1031 0.7497 0.03 0.15 -0.11
H 3.3558 -4.1986 -0.7461 0.09 -0.21 0.15
H 3.9671 -3.2762 0.6623 0.05 -0.26 0.07
H 3.0643 -1.9360 -0.9625 -0.43 -0.10 0.33
C 0.1783 -6.3036 -3.6784 -0.03 -0.17 0.05
O -0.1625 -5.8214 -4.9651 -0.36 -0.09 -0.60
H 0.5983 -5.4835 -3.0914 -0.09 -0.07 -0.18
H -0.7179 -6.6830 -3.1813 0.13 -0.05 0.23
H 0.9209 -7.0997 -3.7715 0.02 -0.01 0.25
H -0.5322 -6.5706 -5.4626 0.24 0.49 0.21
C 8.8091 -2.1082 1.8412 -0.18 0.02 0.12
O 7.4229 -2.2473 1.5896 -0.26 -0.02 0.22
H 9.3611 -2.3417 0.9277 -0.15 0.02 0.11
H 9.0245 -1.0800 2.1418 0.28 -0.02 0.02
H 9.1081 -2.8006 2.6319 0.28 0.06 -0.01
H 6.9593 -2.0340 2.4173 -0.06 -0.05 -0.47
C -7.2173 4.2348 2.3121 0.07 -0.21 -0.04
O -7.1568 3.7782 0.9734 0.17 -0.40 -0.22
H -7.5742 5.2674 2.3194 0.05 -0.18 -0.10
H -7.9090 3.6084 2.8808 0.01 0.15 0.24
H -6.2205 4.1930 2.7577 -0.07 0.12 0.26
H -6.8372 2.8602 0.9986 -0.25 0.48 -0.16
```
Positions in Å, forces in eV/Å.

Atomic partial charges in e from the Löwdin method, atoms 1 to 2: -0.049, -0.148